[1]
The following is a quantum chemistry calculation of a molecular structure, C15H24AuBCl2F4NSeSi at a distorted geometry, from the Open Molecules 2025 dataset.

Structure (XYZ):
```
50
Properties=species:S:1:pos:R:3
Au 0.537 0.689 -0.407
Cl -4.157 2.220 1.274
C -2.577 2.161 2.127
Cl -2.109 0.535 2.595
H -2.698 2.763 3.015
H -1.805 2.543 1.456
F -0.726 -1.983 0.372
B -1.342 -3.174 0.893
F -2.636 -3.310 0.277
F -0.552 -4.298 0.572
F -1.504 -3.045 2.291
C 5.038 -1.028 3.081
Si 4.118 0.597 3.148
C 3.394 0.842 4.854
C 5.322 1.991 2.813
C 2.799 0.626 1.910
C 1.901 0.627 1.077
H 5.791 -1.089 3.877
H 5.546 -1.143 2.119
H 4.345 -1.867 3.198
H 4.171 0.806 5.627
H 2.652 0.067 5.074
H 2.894 1.814 4.914
H 6.097 2.040 3.588
H 4.795 2.951 2.793
H 5.814 1.859 1.844
Se -0.130 3.105 -0.455
C -2.863 -0.656 -0.821
N -3.423 0.335 -1.804
C -4.345 -0.345 -2.745
C -2.340 1.144 -2.507
C -1.252 0.287 -3.062
C -1.389 -0.227 -4.356
C -0.435 -1.083 -4.884
C 0.658 -1.433 -4.104
C 0.807 -0.900 -2.828
C -0.127 -0.018 -2.280
H -3.679 -1.172 -0.322
H -2.244 -0.147 -0.089
H -2.247 -1.377 -1.342
H -3.943 1.008 -1.255
H -3.782 -1.098 -3.288
H -4.767 0.377 -3.441
H -5.137 -0.828 -2.178
H -1.931 1.821 -1.759
H -2.836 1.734 -3.279
H -2.247 0.055 -4.961
H -0.541 -1.471 -5.892
H 1.408 -2.113 -4.491
H 1.674 -1.190 -2.238
```

Output
HOMO level (alpha / beta) = -4.87 / -4.78 eV
Calculated total energy = -130948.0695 eV
Net charge = -1
Largest force on an atom = 1.3 eV Å⁻¹
Lowest unoccupied orbital energy (alpha / beta) = 1.1723 / 1.2014 eV
Energy above the lowest of the compared OMol25 structures with the same formula, charge and spin = 55.1 kcal per mole
HOMO-LUMO gap (alpha / beta) = 6.0380 / 5.9836 eV

Atom charges from the Mulliken analysis, given in e for atoms 1 to 8: 0.3188, -0.2358, 0.2160, -0.1018, 0.3528, -0.2118, -0.0631, 0.4164

[2]
The following is a quantum chemistry calculation of 2 unconnected molecules or ions with the total composition CHClF3N at a distorted geometry, from the Open Molecules 2025 dataset.

Structure (XYZ):
```
7
Properties=species:S:1:pos:R:3
C -0.022 -0.157 -0.600
N 0.481 -0.505 0.776
F 0.941 0.074 -1.549
F 1.065 0.618 1.270
F -0.677 -0.668 1.539
Cl -1.302 -1.253 -1.181
H -0.485 1.892 -0.257
```

Output
HOMO level (alpha / beta) = -9.95 / -10.75 eV
Calculated total energy = -23210.0729 eV
Largest force on an atom = 2.5 eV Å⁻¹
Lowest unoccupied orbital energy (alpha / beta) = -0.9130 / -1.1808 eV
Energy above the lowest of the compared OMol25 structures with the same formula, charge and spin = 136.9 kcal per mole
HOMO-LUMO gap (alpha / beta) = 9.0375 / 9.5708 eV

Charges computed using Mulliken, reported in e: 0.1666, 0.1740, -0.1452, -0.1009, -0.1488, -0.1033, 0.1578

[3]
The following is a quantum chemistry calculation of a molecular structure, C21H15N2O5Sm at a distorted geometry, from the Open Molecules 2025 dataset.

Structure (XYZ):
```
44
Properties=species:S:1:pos:R:3
Sm -1.608 0.558 -0.960
O 2.453 -2.610 -1.891
C 1.484 -3.542 -1.806
C 1.789 -4.901 -1.794
C 0.798 -5.858 -1.689
C -0.529 -5.474 -1.575
C -0.845 -4.130 -1.584
C 0.138 -3.151 -1.715
C -0.282 -1.735 -1.767
O -1.529 -1.455 -1.526
N 0.644 -0.858 -2.064
N 0.229 0.448 -2.175
C 1.119 1.367 -1.950
C 0.792 2.769 -1.923
C 1.843 3.702 -1.961
C 1.623 5.059 -1.939
C 0.315 5.532 -1.854
C -0.739 4.655 -1.783
C -0.561 3.254 -1.820
O -1.618 2.483 -1.759
H 3.318 -3.037 -1.963
H 2.825 -5.202 -1.872
H 1.069 -6.903 -1.690
H -1.306 -6.218 -1.487
H -1.869 -3.797 -1.498
H 2.157 1.057 -1.784
H 2.853 3.326 -2.029
H 2.451 5.750 -1.996
H 0.130 6.597 -1.843
H -1.755 5.014 -1.709
O -2.547 0.428 0.992
C -1.395 0.542 1.499
O -0.377 0.708 0.763
C -1.218 0.508 2.971
C 0.071 0.507 3.498
C 0.248 0.507 4.868
C -0.853 0.513 5.710
C -2.135 0.514 5.184
C -2.323 0.509 3.815
H 0.909 0.507 2.816
H 1.244 0.506 5.282
H -0.715 0.517 6.781
H -2.989 0.522 5.843
H -3.313 0.513 3.383
```

Output
HOMO level (alpha / beta) = -7.78 / -7.78 eV
Calculated total energy = -53144.1898 eV
Spin multiplicity = 6
Largest force on an atom = 3.8 eV Å⁻¹
Lowest unoccupied orbital energy (alpha / beta) = -0.0153 / 0.0213 eV
Energy above the lowest of the compared OMol25 structures with the same formula, charge and spin = 25.0 kcal per mole
HOMO-LUMO gap (alpha / beta) = 7.7664 / 7.8006 eV

Atom charges from the Mulliken analysis, given in e for atoms 1 to 8: 1.1289, -0.4851, 0.7934, -0.6954, -0.5187, -0.7589, -0.4151, 0.0759

[4]
The following is a quantum chemistry calculation of a gas-phase ion, C9H24NP2 (charge +1), from the Open Molecules 2025 dataset.

Structure (XYZ):
```
36
Properties=species:S:1:pos:R:3
C 0.955 -1.850 1.853
C -0.535 -2.185 1.730
C -1.067 -2.180 0.303
C -1.584 -0.885 -0.356
C -2.727 -0.166 0.379
P -0.363 0.320 -0.968
P 1.283 -0.805 -1.961
N 0.846 -2.131 -2.622
C 0.075 1.785 0.054
C -0.202 1.639 1.551
C 1.520 2.218 -0.224
C 1.785 2.723 -1.648
H 1.541 -2.739 2.058
H 1.157 -1.139 2.641
H 1.352 -1.423 0.930
H -0.687 -3.196 2.096
H -1.125 -1.561 2.395
H -1.913 -2.861 0.240
H -0.300 -2.618 -0.333
H -2.005 -1.214 -1.307
H -3.666 -0.627 0.092
H -2.633 -0.258 1.452
H -2.803 0.889 0.129
H -0.983 0.853 -2.093
H 1.776 0.183 -2.822
H 2.290 -0.872 -0.988
H -0.126 -2.390 -2.534
H -0.557 2.571 -0.356
H -0.723 2.524 1.902
H 0.732 1.576 2.093
H -0.808 0.787 1.810
H 2.198 1.413 0.054
H 1.717 3.016 0.487
H 0.924 2.592 -2.299
H 2.637 2.231 -2.102
H 2.020 3.780 -1.636
```

Output
HOMO level = -13.07 eV
Calculated total energy = -29781.9834 eV
Net charge = +1
Largest force on an atom = 0.6 eV Å⁻¹
Lowest unoccupied orbital energy = -3.1664 eV
HOMO-LUMO gap = 9.9002 eV

Atom charges from the Mulliken analysis, given in e for atoms 1 to 8: -0.9121, -0.5136, -0.9837, 0.5441, -1.6283, -0.2418, 0.3856, -0.7115

[5]
The following is a quantum chemistry calculation of a molecular structure, C28H47As4N4O2S3Ti at a distorted geometry, from the Open Molecules 2025 dataset.

Structure (XYZ):
```
89
Properties=species:S:1:pos:R:3
Ti -7.972 -18.467 1.969
C -10.914 -20.795 4.093
As -9.246 -19.800 3.775
C -8.105 -21.409 3.713
C -8.796 -19.220 5.626
C -9.212 -17.796 6.030
C -8.948 -17.652 7.532
C -8.338 -16.724 5.350
As -8.427 -16.393 3.390
C -10.095 -15.395 3.093
C -7.235 -14.813 3.491
C -10.673 -17.527 5.663
As -12.299 -18.220 6.646
C -12.425 -16.732 7.935
C -11.731 -19.590 7.968
H -11.738 -20.150 4.389
H -10.737 -21.540 4.858
H -11.183 -21.302 3.168
H -7.582 -21.541 4.657
H -7.368 -21.327 2.923
H -8.724 -22.280 3.523
H -7.712 -19.309 5.696
H -9.227 -19.941 6.318
H -7.879 -17.782 7.747
H -9.498 -18.411 8.090
H -9.248 -16.664 7.892
H -7.289 -16.974 5.515
H -8.526 -15.766 5.830
H -10.302 -14.704 3.904
H -10.928 -16.076 2.957
H -9.977 -14.839 2.164
H -7.138 -14.357 2.513
H -7.660 -14.088 4.182
H -6.245 -15.093 3.852
H -10.815 -17.834 4.628
H -10.840 -16.451 5.677
H -12.663 -15.810 7.409
H -11.494 -16.596 8.486
H -13.226 -16.925 8.647
H -11.148 -20.394 7.516
H -12.654 -20.035 8.340
H -11.199 -19.175 8.824
N -6.679 -15.428 -2.440
C -5.522 -16.097 -2.216
O -4.458 -15.770 -2.690
C -5.659 -17.281 -1.307
C -4.888 -18.427 -1.537
C -5.064 -19.525 -0.697
C -5.990 -19.450 0.321
N -6.676 -18.313 0.580
C -6.503 -17.244 -0.218
H -6.649 -14.646 -3.071
H -7.582 -15.815 -2.207
H -4.179 -18.436 -2.361
H -4.506 -20.441 -0.851
H -6.219 -20.305 0.940
H -7.062 -16.365 0.046
C -4.622 -18.056 5.403
As -4.948 -18.589 3.553
C -4.207 -17.195 2.412
C -3.975 -20.260 3.335
O -6.574 -18.829 3.371
H -3.564 -18.176 5.625
H -5.201 -18.697 6.066
H -4.906 -17.019 5.562
H -3.359 -16.749 2.923
H -4.969 -16.445 2.226
H -3.883 -17.626 1.468
H -2.906 -20.081 3.460
H -4.171 -20.688 2.356
H -4.324 -20.945 4.108
S -10.501 -23.110 -0.199
C -10.378 -21.497 -0.376
S -9.266 -20.492 0.625
C -10.069 -19.048 -0.063
N -10.936 -19.323 -0.954
N -11.088 -20.655 -1.154
C -11.973 -21.028 -2.204
C -11.732 -22.167 -2.948
C -12.560 -22.469 -4.014
C -13.609 -21.627 -4.340
C -13.848 -20.491 -3.582
C -13.033 -20.185 -2.507
S -9.662 -17.501 0.507
H -10.901 -22.814 -2.713
H -12.373 -23.361 -4.605
H -14.245 -21.864 -5.183
H -14.673 -19.835 -3.838
H -13.196 -19.292 -1.919
```

Output
HOMO level (alpha / beta) = -8.86 / -9.69 eV
Calculated total energy = -338823.7483 eV
Spin multiplicity = 3
Net charge = +1
Largest force on an atom = 2.8 eV Å⁻¹
Lowest unoccupied orbital energy (alpha / beta) = -2.7238 / -2.8592 eV
Energy above the lowest of the compared OMol25 structures with the same formula, charge and spin = 6.1 kcal per mole
HOMO-LUMO gap (alpha / beta) = 6.1369 / 6.8300 eV

Atom charges from the Mulliken analysis, given in e for atoms 1 to 8: -0.6927, -1.2066, 1.1883, -0.9338, -1.5604, 2.5374, -1.8966, -1.4193